Entry 1:
A single C6H10O molecule. Source: the Open Molecules 2025 dataset; level of theory: wB97M-V/def2-TZVPD.

The frontier orbital gap comes out at 0.3504 Ha. For the max |F|, the calculation gives 0.35 eV/Å. The total energy is -309.809009 hartree. Its net charge is 0. The value obtained for the energy above the lowest of the compared OMol25 structures with the same formula, charge and spin is 0.908 eV. Its spin multiplicity is 1. As for the SMILES: C=C(O)[C@H]1C[C@@H]1C. The LUMO energy is 0.92 eV.

Cartesian coordinates (Å):
O -1.679 -1.282 -0.434
C -0.078 0.434 -0.059
C -2.509 0.932 -0.129
C 1.019 -0.592 0.012
C -1.508 0.055 -0.226
C 2.365 -0.297 -0.606
C 0.599 0.125 1.256
H 0.190 1.379 -0.528
H 2.563 0.783 -0.620
H -3.552 0.654 -0.246
H -2.627 -1.466 -0.416
H 1.254 0.887 1.669
H 3.162 -0.777 -0.026
H 2.426 -0.666 -1.635
H -2.299 1.967 0.099
H 0.024 -0.429 1.995
H 0.687 -1.625 -0.065

Want to see where the charge sits? The Löwdin charges in e are: atom 1 (O): 0.04, atom 2 (C): -0.21, atom 3 (C): 0.04, atom 4 (C): -0.31, atom 5 (C): -0.39, atom 6 (C): -0.07, atom 7 (C): -0.07, atom 8 (H): 0.15, atom 9 (H): 0.08, atom 10 (H): 0.05, atom 11 (H): 0.11, atom 12 (H): 0.11, atom 13 (H): 0.08, atom 14 (H): 0.08, atom 15 (H): 0.06, atom 16 (H): 0.11, atom 17 (H): 0.13

=====

Entry 2:
A molecular structure, C2H3O3Sr. Source: the Open Molecules 2025 dataset; level of theory: wB97M-V/def2-TZVPD.

The frontier orbital gap comes out at 0.2704 Ha. For the max |F|, the calculation gives 2.30 eV/Å. The total energy is -334.244541 hartree. Its net charge is +1. The value obtained for the energy above the lowest of the compared OMol25 structures with the same formula, charge and spin is 0.000 eV. Its spin multiplicity is 1. The LUMO energy is -4.97 eV.

Cartesian coordinates (Å):
Sr -0.438 0.711 0.611
O -2.391 4.454 -1.582
O -1.475 2.624 -0.509
O 0.573 -1.196 1.004
C -1.906 3.551 -1.074
C 1.257 -2.289 0.497
H 2.211 -2.455 1.032
H 0.666 -3.219 0.598
H 1.503 -2.181 -0.578

Want to see where the charge sits? The Löwdin charges in e are: atom 1 (Sr): 1.78, atom 2 (O): 0.32, atom 3 (O): 0.00, atom 4 (O): -0.68, atom 5 (C): -0.34, atom 6 (C): -0.30, atom 7 (H): 0.08, atom 8 (H): 0.07, atom 9 (H): 0.07

=====

Entry 3:
A molecular structure, C4H11BrClPbTm. Source: the Open Molecules 2025 dataset; level of theory: wB97M-V/def2-TZVPD.

The frontier orbital gap (spin up / spin down) comes out at 0.1552 / 0.1552 Ha. For the max |F|, the calculation gives 1.43 eV/Å. The total energy is -4471.206590 hartree. Its net charge is -2. The value obtained for the energy above the lowest of the compared OMol25 structures with the same formula, charge and spin is 0.000 eV. Its spin multiplicity is 3. The LUMO energy (spin up / spin down) is 5.20 / 5.20 eV.

Cartesian coordinates (Å):
Pb -1.598 1.352 2.402
Tm 1.652 -0.800 -0.287
Br 1.461 0.881 1.788
Cl 2.341 -3.132 -0.498
C -1.688 -0.923 2.456
C -0.233 -0.873 -1.619
C 2.946 0.662 -1.556
C -2.393 2.025 0.561
H -0.939 -1.381 1.794
H -1.927 2.856 0.008
H -0.359 -1.852 -2.108
H 3.008 1.577 -0.949
H 2.350 0.914 -2.444
H 3.964 0.429 -1.905
H -2.708 -1.231 2.184
H -1.459 -1.231 3.489
H -1.119 -0.650 -1.002
H -0.100 -0.087 -2.378
H -3.198 1.465 0.063

Want to see where the charge sits? The Löwdin charges in e are: atom 1 (Pb): 0.50, atom 2 (Tm): 0.57, atom 3 (Br): -0.18, atom 4 (Cl): -0.26, atom 5 (C): -0.45, atom 6 (C): -0.35, atom 7 (C): -0.37, atom 8 (C): -0.54, atom 9 (H): -0.07, atom 10 (H): -0.17, atom 11 (H): -0.06, atom 12 (H): -0.07, atom 13 (H): -0.06, atom 14 (H): -0.07, atom 15 (H): -0.06, atom 16 (H): -0.06, atom 17 (H): -0.05, atom 18 (H): -0.05, atom 19 (H): -0.17